(1)
Formula: C31H53N4O2SSi4TeW
Source: the Open Molecules 2025 dataset
Level of theory: ωB97M-V/def2-TZVPD

Structure (XYZ):
```
97
Properties=species:S:1:pos:R:3:forces:R:3
W 0.480 0.369 -0.772 -0.3364 0.0478 -0.0324
C 4.586 0.984 0.564 -0.0399 0.0093 0.0153
C 3.273 1.008 -0.158 -0.0345 0.0555 -0.1095
N 2.215 0.214 0.326 0.1185 -0.0270 0.0134
O 2.340 -0.025 1.704 -0.0089 -0.0321 -0.0127
C 2.986 1.740 -1.251 0.0392 -0.0090 0.0214
C 3.889 2.617 -2.051 -0.0136 -0.0022 0.0183
N 1.635 1.661 -1.721 0.0134 -0.0218 -0.0216
O 1.463 0.376 -2.402 -0.0118 0.0538 0.0080
H 4.856 -0.023 0.890 0.0216 0.0062 0.0084
H 4.546 1.593 1.469 -0.0006 -0.0125 0.0058
H 5.382 1.368 -0.067 0.0023 -0.0042 -0.0028
H 1.934 0.750 2.134 -0.0039 0.0227 0.0140
H 3.530 3.648 -2.030 -0.0036 0.0033 -0.0011
H 3.887 2.298 -3.096 0.0051 0.0023 -0.0006
H 4.913 2.607 -1.686 -0.0009 0.0066 0.0017
S -0.050 3.102 2.962 -0.0454 0.0144 -0.0221
C 0.527 4.098 1.699 0.0526 -0.0311 0.0006
C 0.663 3.429 0.517 -0.0536 0.0224 0.0040
C 0.277 2.060 0.597 0.1091 -0.0446 -0.0373
C -0.128 1.760 1.875 -0.0066 -0.0262 0.0606
C -0.580 0.431 2.185 0.0365 -0.0180 -0.0964
C -1.157 0.064 3.399 -0.0042 0.0150 0.0489
C -1.551 -1.238 3.602 0.0091 -0.0074 -0.0359
C -1.355 -2.160 2.579 -0.0150 -0.0014 0.0217
C -0.784 -1.737 1.402 0.0238 0.0491 0.0060
N -0.398 -0.465 1.177 -0.0584 -0.0605 0.0775
H 0.741 5.137 1.897 0.0080 0.0021 0.0061
H 1.012 3.905 -0.389 -0.0005 0.0027 0.0009
H -1.294 0.817 4.163 -0.0021 -0.0010 -0.0016
H -2.007 -1.535 4.536 0.0003 -0.0009 0.0046
H -1.649 -3.195 2.684 0.0031 -0.0026 -0.0034
H -0.630 -2.430 0.593 0.0052 -0.0051 0.0152
C 4.541 -3.594 -0.414 0.0468 -0.0220 0.0052
N 3.494 -2.555 -0.236 0.0395 0.0180 -0.0261
C 2.497 -2.996 0.777 -0.0334 -0.0419 0.0394
C 2.902 -2.121 -1.593 -0.0052 -0.0092 0.0022
C 1.493 -2.584 -1.814 -0.0153 0.0493 0.0282
C 1.341 -3.831 -2.417 -0.0055 -0.0077 -0.0192
C 0.086 -4.362 -2.660 -0.0054 0.0000 0.0025
C -1.025 -3.621 -2.295 0.0088 -0.0074 -0.0017
C -0.867 -2.376 -1.701 0.0048 0.0294 -0.0003
C 0.385 -1.799 -1.431 0.0097 -0.0238 0.0272
H 4.960 -3.855 0.555 -0.0044 0.0075 0.0030
H 5.321 -3.212 -1.067 -0.0099 0.0088 -0.0042
H 4.077 -4.469 -0.863 -0.0017 0.0067 0.0053
H 3.933 -1.716 0.144 -0.0450 0.0139 0.0181
H 2.023 -3.908 0.426 -0.0011 0.0043 -0.0123
H 1.765 -2.212 0.914 -0.0131 0.0232 -0.0037
H 3.025 -3.173 1.712 0.0134 -0.0010 -0.0112
H 3.568 -2.539 -2.345 -0.0055 -0.0243 0.0062
H 2.977 -1.042 -1.628 0.0250 -0.0120 -0.0072
H 2.221 -4.387 -2.724 0.0017 0.0026 0.0019
H -0.020 -5.327 -3.137 -0.0027 -0.0007 -0.0018
H -2.021 -4.002 -2.482 -0.0018 0.0001 -0.0002
H -1.772 -1.838 -1.445 -0.0012 -0.0020 -0.0097
C -5.249 4.278 -4.212 0.0105 0.0044 0.0165
Si -4.435 2.754 -3.477 0.0013 -0.0030 -0.0426
C -5.630 1.931 -2.287 -0.0069 0.0107 0.0143
C -4.022 1.567 -4.869 0.0058 -0.0018 0.0091
Si -2.457 3.334 -2.313 -0.0165 0.0010 -0.0116
Te -2.056 0.953 -1.449 0.2014 0.0016 -0.0039
Si -0.800 3.905 -3.889 -0.0022 0.0198 -0.0235
C 0.664 4.799 -3.133 0.0061 -0.0252 0.0052
C -0.225 2.363 -4.776 0.0023 -0.0124 0.0188
C -1.628 5.066 -5.114 -0.0118 -0.0084 -0.0002
Si -2.969 4.815 -0.545 0.0094 0.0179 0.0131
C -1.663 6.154 -0.387 0.0049 -0.0097 -0.0100
C -3.159 3.806 1.020 0.0049 -0.0013 0.0058
C -4.593 5.684 -0.900 -0.0095 -0.0185 0.0111
H -6.082 3.963 -4.846 -0.0012 -0.0095 -0.0023
H -4.562 4.856 -4.831 -0.0047 -0.0006 0.0048
H -5.651 4.937 -3.443 -0.0014 0.0116 0.0051
H -6.575 1.723 -2.795 -0.0013 -0.0024 -0.0032
H -5.848 2.568 -1.427 -0.0027 0.0031 0.0014
H -5.239 0.984 -1.910 -0.0005 -0.0067 -0.0003
H -4.944 1.214 -5.338 -0.0024 -0.0017 -0.0024
H -3.470 0.696 -4.510 0.0023 -0.0054 -0.0036
H -3.423 2.053 -5.642 0.0002 0.0031 -0.0005
H 1.237 4.110 -2.511 -0.0024 0.0054 -0.0045
H 0.361 5.658 -2.533 -0.0031 0.0124 0.0124
H 1.321 5.159 -3.929 -0.0001 -0.0004 -0.0062
H 0.289 1.682 -4.096 0.0016 -0.0056 -0.0037
H 0.468 2.632 -5.577 0.0027 0.0051 -0.0014
H -1.064 1.825 -5.222 0.0013 -0.0025 -0.0036
H -2.085 5.929 -4.625 -0.0038 0.0004 0.0026
H -2.401 4.555 -5.691 -0.0001 0.0041 0.0059
H -0.883 5.442 -5.820 0.0040 0.0018 -0.0030
H -0.658 5.750 -0.280 0.0112 -0.0052 0.0008
H -1.874 6.785 0.480 -0.0089 -0.0009 0.0044
H -1.677 6.795 -1.272 0.0035 0.0042 -0.0002
H -2.275 3.196 1.210 0.0023 -0.0050 -0.0035
H -4.012 3.130 0.925 0.0003 -0.0090 0.0036
H -3.330 4.452 1.884 -0.0024 0.0050 -0.0008
H -4.543 6.291 -1.806 0.0006 -0.0004 -0.0154
H -4.827 6.354 -0.068 0.0009 0.0026 0.0023
H -5.423 4.983 -1.003 -0.0024 0.0040 -0.0083
```
Forces are in eV/Å.

Values from the calculation:
Charge: +1
Highest occupied orbital energy (spin up / spin down), Eh: -0.3556 / -0.3556
LUMO level (spin up / spin down), eV: -3.88 / -3.88
ΔE to the lowest compared entry with this formula, charge and spin, kcal/mol: 0.7


(2)
Formula: C31H54NO6PS2
Source: the Open Molecules 2025 dataset
Level of theory: ωB97M-V/def2-TZVPD

Structure (XYZ):
```
95
Properties=species:S:1:pos:R:3:forces:R:3
C 5.680 -1.075 2.937 -0.0194 0.0772 -0.1889
C 6.118 -1.183 1.460 0.3742 -0.3513 -0.0216
C 7.411 -0.374 1.146 -0.0129 0.2895 0.0115
C 7.232 0.909 0.287 0.5824 -0.0489 0.1633
C 6.378 2.024 0.942 -0.0708 -0.3645 0.3105
C 4.827 1.898 0.822 0.3151 0.2868 0.0771
C 4.332 1.473 -0.575 -0.0180 0.1940 0.0272
C 2.783 1.425 -0.766 0.6544 0.4287 -0.6828
N 2.259 0.060 -1.046 -1.6483 0.2841 1.4974
C 1.432 -0.004 -2.259 0.1071 -0.3501 -1.1205
C -0.005 0.574 -2.165 -0.3736 -0.1803 -0.6153
C -0.201 1.887 -2.975 -0.4842 -0.3692 0.3874
C -1.645 2.456 -2.770 0.2438 0.1318 0.2476
C -2.394 2.764 -4.089 -0.2713 0.3906 0.1046
C -3.943 2.784 -3.969 0.1171 0.0179 0.1800
C -4.568 1.525 -3.321 -0.4345 0.3971 -0.3423
C -6.111 1.533 -3.498 0.3398 0.2038 0.1517
C 1.778 -0.657 0.042 0.3929 0.0916 -0.2866
S 2.157 -0.382 1.634 0.1405 0.0403 -0.5060
S 0.606 -1.969 -0.355 0.6569 0.1033 -0.2427
C 1.135 -3.312 0.745 0.6351 -0.5442 0.6166
C 0.185 -3.614 1.910 -0.3497 -0.1829 0.1087
C -1.148 -4.304 1.465 -0.2138 0.8146 0.0763
C -2.171 -3.215 1.078 -0.5678 0.3456 -1.4721
C -2.540 -2.857 -0.228 -0.0308 -0.0183 2.1799
P -1.800 -3.839 -1.621 0.3958 -0.4834 0.0216
C -1.841 -2.816 -3.133 -0.3144 0.3295 -0.7194
O -3.046 -4.924 -1.955 -0.0849 0.5890 0.4370
C -3.496 -1.687 -0.404 -0.2617 0.8675 -1.3905
O -3.668 -1.124 -1.504 0.2436 -1.2153 2.3831
C -4.257 -1.156 0.789 0.6249 -0.7427 1.4364
C -3.925 -1.500 2.076 -0.0362 0.2124 -1.7608
C -4.687 -0.974 3.289 -0.3168 -0.5036 -0.4829
O -3.885 -0.235 4.179 -0.1133 0.7008 0.1635
C -4.010 1.172 4.115 0.6318 0.1426 -0.3283
O -3.354 1.739 2.974 -0.0795 -0.4309 0.8364
C -1.916 1.649 3.014 0.2467 0.0580 -0.0041
C -1.274 3.062 3.060 -0.2677 -0.1459 0.2449
O 0.003 3.090 2.423 -0.3263 -0.0309 0.1284
C -2.771 -2.462 2.292 0.4756 -0.2090 1.6556
O -2.346 -2.663 3.445 -0.9380 0.2031 -2.7023
H 4.790 -1.703 3.121 0.3960 0.2380 0.0382
H 6.512 -1.399 3.593 -0.4736 0.0706 -0.2658
H 5.423 -0.039 3.223 0.0984 -0.3597 -0.1663
H 5.309 -0.896 0.766 0.2038 -0.0694 0.3987
H 6.324 -2.257 1.262 -0.1681 0.5476 0.0439
H 7.866 -0.047 2.104 -0.1534 -0.2168 -0.3611
H 8.170 -1.019 0.655 -0.4684 0.3117 0.2053
H 8.257 1.322 0.162 -0.5352 -0.1764 -0.0453
H 6.890 0.647 -0.731 0.0131 0.1446 0.4053
H 6.720 3.013 0.585 -0.2300 -0.4279 -0.0335
H 6.618 1.990 2.028 -0.0845 0.2280 -0.5269
H 4.465 1.234 1.621 -0.0445 0.1023 -0.5071
H 4.414 2.906 1.042 0.0653 -0.5330 -0.0642
H 4.746 2.214 -1.295 -0.2237 -0.4321 0.2924
H 4.732 0.493 -0.887 -0.1401 0.3802 0.2529
H 2.570 2.002 -1.688 -0.0146 -0.3056 0.5558
H 2.236 1.922 0.054 0.2047 -0.4415 -0.1328
H 1.965 0.534 -3.070 -0.1098 -0.2812 0.5478
H 1.389 -1.061 -2.591 0.0662 0.5742 0.2812
H -0.350 0.698 -1.121 0.3008 -0.0199 -0.3699
H -0.685 -0.177 -2.640 0.3196 0.4849 0.5588
H 0.557 2.625 -2.658 -0.2495 -0.2374 -0.3893
H -0.077 1.620 -4.046 0.2226 0.3823 0.5146
H -2.220 1.741 -2.146 0.2615 0.2595 -0.4411
H -1.573 3.387 -2.161 -0.1601 -0.5763 -0.3722
H -2.106 2.055 -4.890 -0.0574 0.1781 0.4257
H -2.086 3.779 -4.423 -0.0322 -0.6281 -0.0487
H -4.374 2.929 -4.980 0.2098 -0.0746 0.4339
H -4.243 3.670 -3.375 0.0712 -0.3160 -0.2246
H -4.146 0.620 -3.802 -0.0957 0.3106 0.4443
H -4.352 1.528 -2.237 0.0706 -0.3136 -0.5532
H -6.578 0.620 -3.090 0.2052 0.3683 -0.2174
H -6.532 2.405 -2.963 0.0943 -0.3904 -0.2449
H -6.376 1.641 -4.564 0.0338 -0.1509 0.3991
H 1.303 -4.214 0.123 -0.2495 0.5181 0.1355
H 2.118 -3.038 1.178 -0.5337 0.0593 -0.3791
H 0.690 -4.277 2.641 -0.1586 0.3567 -0.4484
H -0.034 -2.665 2.421 0.1066 -0.3669 0.0042
H -1.581 -4.892 2.299 0.2852 0.3817 -0.3720
H -0.926 -4.983 0.628 -0.2887 0.2690 0.2599
H -2.207 -3.487 -3.938 0.2710 0.2507 0.4482
H -0.817 -2.498 -3.401 -0.3978 -0.2065 0.2477
H -2.505 -1.940 -3.104 0.2855 -0.4160 0.0483
H -3.659 -4.953 -1.206 0.0436 -0.1088 -0.2726
H -5.086 -0.468 0.569 0.5033 -0.2411 0.0547
H -5.099 -1.835 3.854 0.2895 0.3939 -0.2684
H -5.545 -0.384 2.908 0.3684 -0.1274 0.2303
H -3.540 1.544 5.048 -0.2271 -0.2217 -0.4495
H -5.072 1.490 4.074 0.5467 -0.1810 -0.1914
H -1.584 1.043 3.878 -0.2270 0.1961 -0.3026
H -1.540 1.133 2.109 -0.3548 0.2506 0.2630
H -1.934 3.768 2.522 0.4190 -0.3733 0.1966
H -1.182 3.404 4.115 -0.1473 -0.0947 -0.5576
H 0.625 2.558 2.932 -0.0745 0.0025 -0.0606
```
Forces are in eV/Å.

Values from the calculation:
Highest occupied orbital energy, Eh: -0.2996
LUMO level, eV: -1.66


| no. | maximum force (eV/A) | E_tot (eV) |
| --- | --- | --- |
| 1 | 0.341 | -94521.7256 |
| 2 | 2.868 | -77755.2098 |